[1]
Density functional theory data (the ωB97M-V functional and the def2-TZVPD basis) for the molecule C4H7NO at a distorted geometry.

Summary:
SMILES   CC(C)(O)C#N

Each line ends with the Mulliken charge.
Positions of all 13 atoms, in Å:
C1 0.84465 -0.80280 0.62742  -1.209
C2 -0.21805 0.08377 0.02679  1.356
C3 0.18807 1.32840 -0.64986  -1.705
O1 -1.04876 0.52031 1.07440  -0.576
C4 -0.99027 -0.78077 -0.88584  0.071
N1 -1.46585 -1.77482 -1.37853  -0.480
H1 0.32781 -1.44449 1.38005  0.273
H2 1.67801 -0.23497 1.23514  0.295
H3 1.45890 -1.35149 -0.07339  0.339
H4 0.80190 1.08172 -1.47906  0.408
H5 0.71655 2.01028 -0.00994  0.385
H6 -0.68084 1.76210 -1.05435  0.416
H7 -1.61211 -0.39723 1.18715  0.426

Forces on the atoms, in the same order (eV/Å):
2.232 0.488 2.133
0.305 0.461 0.452
1.040 -0.046 -0.578
-3.123 -4.087 0.673
-2.239 -5.861 -2.454
2.067 5.211 2.146
0.622 0.068 -0.790
-1.945 -0.483 -1.024
-0.377 -0.465 -0.365
0.873 -0.084 -0.863
0.102 0.199 0.453
-1.078 0.895 -0.326
1.520 3.705 0.543

=====

[2]
Density functional theory data (the ωB97M-V functional and the def2-TZVPD basis) for the molecule C4H7NO.

Summary:
SMILES   C[C@@]1(C=O)CN1

Each line ends with the Mulliken charge.
Positions of all 13 atoms, in Å:
C1 1.34571 -0.63423 -0.33659  -1.323
C2 -0.00941 -0.05788 -0.01473  1.189
C3 -1.02486 -1.00598 0.54723  -0.196
O1 -1.00132 -2.19734 0.33965  -0.480
C4 -0.15402 1.38407 0.29860  -0.687
N1 -0.59577 0.87977 -0.99172  -0.609
H1 1.25612 -1.49900 -0.99690  0.290
H2 1.96836 0.12465 -0.82036  0.406
H3 1.84042 -0.95227 0.58854  0.300
H4 -1.86307 -0.53573 1.12470  0.321
H5 -0.89289 1.70157 1.03309  0.266
H6 0.74273 1.99897 0.24666  0.259
H7 -1.61200 0.79339 -1.01816  0.263

Forces on the atoms, in the same order (eV/Å):
0.000 0.012 -0.038
0.204 -0.176 0.053
-0.091 -0.359 -0.190
0.019 0.680 0.339
0.034 0.185 0.274
-0.204 -0.002 -0.118
0.004 0.082 0.067
-0.142 -0.126 0.045
-0.072 0.013 -0.165
0.198 -0.103 -0.229
0.063 -0.080 -0.133
-0.169 -0.122 0.097
0.157 -0.004 -0.002

=====

[3]
Density functional theory data (the ωB97M-V functional and the def2-TZVPD basis) for a structure of composition C4H7NO at a distorted geometry.

Each line ends with the Mulliken charge.
Positions of all 13 atoms, in Å:
C1 -1.13790 -0.66922 -0.09197  -0.523
C2 -0.77019 0.73195 -0.44430  -0.524
O1 0.26742 1.17023 0.42084  -0.384
C3 1.53510 0.70517 0.03789  -0.177
C4 1.67703 -0.79953 -0.15027  -0.400
N1 0.58338 -1.43953 -0.17871  -0.121
H1 -1.79636 -1.15515 -0.84180  0.361
H2 -0.03967 -2.19765 -0.19342  0.263
H3 -1.58453 -0.77250 0.91008  0.294
H4 -1.58737 1.45032 -0.33191  0.312
H5 -0.42743 0.76458 -1.49056  0.315
H6 2.23718 1.02534 0.81722  0.311
H7 1.86834 1.18087 -0.90387  0.272

Forces on the atoms, in the same order (eV/Å):
1.020 0.412 -0.030
-0.067 0.359 -0.135
-0.131 0.244 0.037
0.175 -0.351 -0.075
-0.460 -0.560 -0.030
-3.344 2.617 0.464
0.761 0.005 0.263
1.773 -2.343 -0.280
0.561 -0.051 -0.266
-0.010 -0.069 -0.026
-0.060 0.075 0.107
-0.163 -0.179 -0.160
-0.057 -0.158 0.130

=====

[4]
Density functional theory data (the ωB97M-V functional and the def2-TZVPD basis) for a structure of composition C4H7NO at a distorted geometry.

Each line ends with the Mulliken charge.
Positions of all 13 atoms, in Å:
C1 1.00480 -0.74603 1.31517  -1.195
C2 -0.12710 -0.28884 0.48144  0.478
C3 -1.38745 -0.54095 0.37031  -0.448
C4 0.16089 0.45273 -0.95434  0.212
O1 -1.62573 0.07290 -1.19120  -0.541
N1 0.11359 1.75072 -1.05918  -0.832
H1 -1.77600 1.03907 -1.20846  0.358
H2 0.98792 2.12313 -1.42923  0.217
H3 -2.21950 -1.17521 0.60704  0.369
H4 0.93579 -0.12371 -1.47915  0.418
H5 0.68043 -1.10038 2.29523  0.342
H6 1.55018 -1.55247 0.81565  0.290
H7 1.70218 0.08906 1.43671  0.332

Forces on the atoms, in the same order (eV/Å):
0.004 0.398 0.428
0.628 0.140 -2.229
-1.165 1.058 -3.338
1.479 0.952 2.520
-0.420 -1.780 1.853
0.841 -0.307 0.831
-0.244 -0.250 0.558
-0.541 -0.121 -0.745
-0.075 0.218 0.467
-0.441 -0.291 -0.374
0.104 0.042 -0.064
-0.150 0.070 -0.053
-0.021 -0.130 0.145

=====

Asked for HOMO-LUMO gap across the records above, the calculation gives 11.8629 10.7887 8.5748 9.1375 eV in order.
Asked for relative energy (zero: lowest compared OMol25 entry of this formula, charge and spin) across the records above, the calculation gives 47.60 44.57 118.65 121.45 kcal/mol in order.